[1]
A gas-phase ion, C5H5INO3 (charge -1) at a distorted geometry, computed with ωB97M-V with the def2-TZVPD basis set.

XYZ file:
```
15
Properties=species:S:1:pos:R:3:forces:R:3:nbo_charge:R:1
C 0.652 -1.563 0.086 0.687 -0.635 -1.468 -0.123
C 0.146 -1.181 1.263 0.637 0.234 0.563 0.567
C 0.596 -0.806 -1.126 -0.483 2.697 -0.944 0.618
C -0.770 0.630 0.168 2.591 1.573 -1.536 0.102
C -0.470 1.939 0.811 1.860 1.099 1.063 -0.765
N 0.060 0.493 -1.050 -0.718 -1.684 1.463 -0.748
O 0.034 -1.362 2.443 -0.392 0.333 -0.794 -0.496
O 1.075 -1.142 -2.211 0.293 -1.053 0.274 -0.689
O 1.414 -2.710 -0.170 0.048 -0.422 0.859 -0.711
I -2.972 0.506 -0.199 -2.304 -0.377 -0.404 -0.308
H 0.556 2.191 1.247 -0.640 -1.099 -0.745 0.208
H -1.092 2.014 1.677 -0.875 0.653 0.370 0.217
H -0.558 2.803 0.088 -0.595 -1.036 0.566 0.231
H -0.389 0.730 -1.943 -0.009 -0.092 0.658 0.404
H 1.719 -2.539 -1.083 -0.099 -0.190 0.074 0.492
```
Forces are in eV/Å.

Results
⟨S²⟩   2.01
Spin multiplicity   3
Lowest unoccupied orbital energy (spin up / spin down)   3.273 / 1.706 eV
HOMO level (spin up / spin down)   -1.29 / -4.56 eV
Charge   -1



[2]
A molecular structure, C4H5O2Y at a distorted geometry, computed with ωB97M-V with the def2-TZVPD basis set.

XYZ file:
```
12
Properties=species:S:1:pos:R:3:forces:R:3:nbo_charge:R:1
H -1.684 -2.512 -3.009 -0.096 -0.702 -0.107 -0.645
O -0.593 -1.274 0.224 -1.557 -1.892 -2.447 -0.735
C 0.774 0.527 0.887 -2.403 -1.108 -2.806 -0.439
C 0.868 1.531 1.844 -0.693 2.464 -1.621 0.224
C 0.001 -0.604 1.158 2.293 2.882 2.664 0.368
C 0.650 1.266 -0.448 4.281 -3.862 1.877 0.387
O -0.057 0.789 -1.374 -1.439 1.038 -0.256 -0.863
Y -1.043 -0.964 -2.186 0.011 0.993 -0.074 2.490
H -1.076 -2.052 0.552 0.021 -0.119 0.545 0.562
H 0.770 2.445 0.857 0.196 -0.438 2.449 0.142
H -0.247 -0.845 2.196 0.262 -0.281 -0.154 0.265
H 1.638 1.692 -0.701 -0.876 1.023 -0.070 0.245
```
Forces are in eV/Å.

Results
Energy above the lowest of the compared OMol25 structures with the same formula, charge and spin   399.9 kJ/mol
Lowest unoccupied orbital energy (spin up / spin down)   -10.291 / -10.291 eV
HOMO level (spin up / spin down)   -17.47 / -17.46 eV
Charge   +2



[3]
A single C6H6 molecule, computed with ωB97M-V with the def2-TZVPD basis set.

XYZ file:
```
12
Properties=species:S:1:pos:R:3:forces:R:3:nbo_charge:R:1
C -3.020 0.166 -0.095 -0.134 0.011 0.005 -0.688
C -1.795 -0.589 0.134 0.635 -0.154 0.062 0.072
C -0.659 -0.981 0.267 -0.538 0.257 -0.094 -0.101
C 0.723 -1.003 0.294 0.337 0.305 -0.109 -0.100
C 1.855 -0.597 0.184 -0.457 -0.034 0.050 0.077
C 3.012 0.267 -0.028 0.077 0.037 0.006 -0.687
H -3.184 0.855 0.741 -0.063 -0.128 -0.141 0.239
H -3.908 -0.457 -0.220 0.112 0.011 0.047 0.236
H -2.884 0.764 -1.004 -0.125 -0.082 0.141 0.239
H 3.776 -0.161 -0.681 -0.098 -0.041 0.116 0.236
H 3.472 0.569 0.917 -0.014 -0.120 -0.124 0.237
H 2.611 1.167 -0.509 0.269 -0.063 0.042 0.240
```
Forces are in eV/Å.

Results
Energy above the lowest of the compared OMol25 structures with the same formula, charge and spin   355.3 kJ/mol
Lowest unoccupied orbital energy   0.932 eV
HOMO level   -8.77 eV
Charge   0
Structure (SMILES)   CC#CC#CC



[4]
2 unconnected molecules or ions with the total composition C2H4N2O2 at a distorted geometry, computed with ωB97M-V with the def2-TZVPD basis set.

XYZ file:
```
10
Properties=species:S:1:pos:R:3:forces:R:3:nbo_charge:R:1
C 1.355 -0.075 0.237 1.850 -0.178 2.950 -0.675
C -0.017 -0.190 -0.218 -1.100 1.115 -3.552 -0.063
N -0.876 -0.827 0.540 -0.053 -0.654 3.840 -0.036
N -1.212 1.477 -0.398 -1.709 -0.931 0.139 0.324
O -2.028 -1.022 0.188 -0.752 -0.308 -1.607 -0.360
O -2.305 1.141 -0.427 2.393 0.763 0.361 -0.078
H 1.656 -1.053 0.685 -0.286 0.410 -0.453 0.247
H 2.147 0.178 -0.443 -0.180 0.226 -0.788 0.232
H 1.509 0.589 1.139 -0.509 -0.338 -0.977 0.234
H -0.229 -0.219 -1.302 0.346 -0.106 0.086 0.176
```
Forces are in eV/Å.

Results
Energy above the lowest of the compared OMol25 structures with the same formula, charge and spin   696.5 kJ/mol
Lowest unoccupied orbital energy   -1.125 eV
HOMO level   -8.21 eV
Charge   0



[5]
15 unconnected molecules or ions with the total composition C4H37NO16 at a distorted geometry, computed with ωB97M-V with the def2-TZVPD basis set.

XYZ file:
```
58
Properties=species:S:1:pos:R:3:forces:R:3:nbo_charge:R:1
O 0.835 0.212 1.218 0.903 -0.061 0.296 -0.750
C 1.562 -0.276 0.340 -1.607 -1.269 -0.635 0.561
N 1.053 -0.532 -0.866 -0.299 1.044 -0.837 -0.603
C -0.357 -0.204 -1.226 2.005 -0.962 -0.434 -0.276
C -0.471 0.404 -2.638 -0.061 0.711 1.741 0.093
C -1.914 0.838 -2.832 -0.645 0.847 -0.449 -0.652
O 0.298 1.599 -2.638 -0.384 0.169 -0.520 -0.763
H 2.542 -0.726 0.484 0.228 0.442 0.350 0.177
H 1.585 -0.992 -1.592 0.162 -0.091 0.562 0.427
H -0.621 0.481 -0.427 -0.923 -0.023 -0.227 0.236
H -0.846 -1.175 -1.245 -0.722 0.239 0.538 0.218
H -0.142 -0.313 -3.401 0.136 0.173 -0.035 0.162
H -1.955 1.811 -3.331 0.359 -0.156 -0.323 0.234
H -2.423 1.072 -1.893 0.083 -0.524 0.164 0.216
H -2.550 0.201 -3.447 0.119 -0.345 0.206 0.220
H 1.141 1.477 -2.167 -0.146 -0.429 -0.542 0.503
H 3.298 2.124 0.409 0.152 -0.272 -0.686 0.522
H 4.505 1.695 -0.496 0.107 0.117 0.291 0.479
O 3.730 1.352 -0.038 0.047 0.152 0.214 -0.986
H 0.487 -2.726 -2.697 0.162 0.002 -0.646 0.488
H 2.062 -2.491 -2.944 -0.370 -0.024 -0.529 0.489
O 1.383 -2.855 -2.372 0.144 -0.396 0.650 -0.961
H 0.377 1.667 1.644 -0.009 0.630 0.151 0.514
H 0.689 2.212 2.988 -0.095 0.358 0.202 0.489
O 0.240 2.504 2.182 0.472 -0.663 0.016 -0.998
H 0.135 -0.813 4.131 0.538 -0.072 0.773 0.459
H -1.202 -0.558 3.982 -0.677 0.014 0.632 0.478
O -0.599 -0.632 4.743 0.244 0.087 -1.405 -0.941
H -2.823 -1.210 0.501 0.325 -0.142 -0.021 0.511
H -3.757 -2.141 -0.060 0.054 -0.514 -0.120 0.473
O -2.805 -2.121 0.120 -1.079 0.184 -0.542 -1.016
H 1.582 3.523 -0.529 -0.256 0.075 -0.096 0.505
H 1.637 3.665 0.968 -0.083 -0.126 0.150 0.502
O 2.206 3.492 0.208 0.082 0.267 0.183 -0.989
H -3.293 1.005 1.424 -0.207 -0.404 -0.127 0.510
H -3.115 -0.271 2.139 -0.127 -0.332 -0.009 0.485
O -3.603 0.066 1.375 0.322 0.709 0.306 -0.989
H -0.012 -3.159 -0.505 0.108 -0.256 0.058 0.499
H -0.317 -3.446 0.992 -0.103 -0.280 -0.339 0.479
O 0.161 -2.864 0.396 0.288 -0.033 0.096 -0.963
H -1.406 2.380 2.269 -0.635 -0.007 -0.162 0.510
H -2.234 2.923 1.133 -0.235 0.162 -0.007 0.455
O -2.347 2.399 1.930 0.439 0.163 0.031 -0.982
H -0.508 3.042 -1.902 0.270 0.056 0.284 0.502
H -1.089 3.748 -0.634 -0.037 0.059 -0.039 0.462
O -0.344 3.742 -1.239 -0.019 0.154 -0.070 -0.979
H -1.687 -2.461 2.277 -0.060 -0.186 -0.679 0.486
H -0.883 -1.446 1.295 -0.128 -0.781 0.230 0.518
O -1.309 -1.594 2.152 0.256 1.373 1.470 -1.007
H -2.469 -3.076 -1.715 0.182 0.487 0.045 0.503
H -1.906 -2.181 -2.857 -0.399 0.167 0.167 0.464
O -1.979 -3.086 -2.549 0.465 -0.485 -0.231 -0.965
H 1.343 -2.847 2.252 0.116 0.007 -0.274 0.475
H 1.730 -2.725 3.702 0.107 -0.097 0.144 0.464
O 1.979 -3.183 2.893 -0.187 0.153 0.077 -0.940
H 2.988 1.059 -1.622 0.351 -0.235 -0.188 0.499
H 3.157 1.625 -3.044 0.043 -0.100 -0.158 0.477
O 2.849 0.842 -2.575 0.224 0.266 0.305 -0.986
```
Forces are in eV/Å.

Results
Energy above the lowest of the compared OMol25 structures with the same formula, charge and spin   345.7 kJ/mol
Lowest unoccupied orbital energy   0.064 eV
HOMO level   -10.22 eV
Charge   0



[6]
A molecular structure, C18H31CrN8O3S at a distorted geometry, computed with ωB97M-V with the def2-TZVPD basis set.

XYZ file:
```
62
Properties=species:S:1:pos:R:3:forces:R:3:nbo_charge:R:1
Cr -0.943 0.513 0.306 -0.391 -0.895 -0.221 1.297
N -2.960 0.971 0.886 0.889 -0.620 0.913 -0.794
C -3.981 0.949 -0.156 -0.744 -0.550 -0.556 -0.224
C -4.123 -0.415 -0.862 0.179 0.295 -0.008 -0.428
C -2.895 -0.823 -1.670 -0.055 0.061 -0.084 -0.223
N -1.751 -1.109 -0.765 0.688 0.543 -0.228 -0.810
H -3.200 0.328 1.670 0.138 0.569 -0.762 0.400
H -2.916 1.905 1.290 0.006 -0.044 -0.008 0.414
H -3.709 1.717 -0.858 0.133 0.259 -0.490 0.223
H -4.942 1.238 0.262 -0.177 -0.050 0.100 0.217
H -4.964 -0.359 -1.561 0.063 0.051 0.256 0.257
H -4.367 -1.193 -0.125 -0.021 0.060 -0.097 0.208
H -2.628 -0.013 -2.369 0.111 -0.283 0.343 0.226
H -3.080 -1.721 -2.268 -0.212 0.140 0.109 0.219
H -0.978 -1.533 -1.294 -0.296 0.079 0.220 0.426
H -2.010 -1.833 -0.090 0.058 -0.008 -0.135 0.415
N 0.200 -0.983 4.530 0.130 -0.900 0.480 -0.694
C 0.267 0.412 4.068 0.350 1.141 0.256 -0.350
C -0.416 0.439 2.716 -0.941 -0.021 -1.591 0.759
O -0.401 1.506 1.999 0.132 -1.945 1.395 -0.619
O -0.988 -0.671 2.332 1.299 2.575 0.210 -0.711
H -0.349 -1.119 5.387 -0.024 0.062 -0.322 0.451
H 1.120 -1.419 4.705 -0.446 0.304 -0.252 0.451
H -0.278 -1.430 3.698 -0.036 -0.410 0.357 0.485
H 1.308 0.723 4.004 -0.019 0.022 -0.301 0.271
H -0.195 1.126 4.766 -0.074 -0.431 -0.213 0.277
N 2.462 9.091 -0.163 -0.001 -0.074 -0.040 -0.237
C 1.960 8.086 -0.403 0.013 0.179 0.107 0.243
C 1.315 6.836 -0.679 0.235 -0.733 0.187 -0.132
C 2.039 5.791 -1.283 0.269 0.805 0.136 -0.156
C 1.394 4.617 -1.557 0.155 -0.901 0.042 -0.163
C 0.080 4.395 -1.146 0.161 1.004 -0.177 -0.187
C -0.620 5.418 -0.511 -0.501 -0.269 0.080 -0.167
C 0.001 6.616 -0.257 -0.098 1.267 0.107 -0.147
C -0.462 3.103 -1.234 -0.753 -3.184 0.286 0.166
C -0.769 1.898 -1.143 -0.086 2.026 0.611 -0.538
H 3.113 5.890 -1.472 -0.525 0.160 -0.168 0.246
H 1.917 3.786 -2.020 0.089 0.176 0.023 0.217
H -1.656 5.259 -0.214 0.279 0.038 0.015 0.226
H -0.528 7.432 0.265 0.301 -0.583 -0.411 0.246
C 1.982 -7.165 -0.008 -0.102 -0.451 0.018 -0.438
N 1.560 -5.810 0.256 0.735 0.231 0.353 -0.567
C 0.429 -5.252 -0.160 -0.440 -0.396 0.199 0.340
N -0.406 -6.018 -0.884 -0.436 0.358 -0.539 -0.784
S 0.017 -3.682 0.316 0.058 0.366 -0.003 -0.454
H 2.965 -7.319 0.422 0.043 0.022 0.046 0.238
H 2.059 -7.376 -1.071 0.016 0.090 -0.193 0.209
H 1.299 -7.892 0.438 -0.013 -0.002 0.046 0.213
H 2.127 -5.266 0.898 -0.371 -0.062 -0.364 0.418
H -0.142 -6.928 -1.252 -0.140 0.419 0.195 0.414
H -1.247 -5.560 -1.248 0.718 -0.514 0.284 0.425
C 3.706 -1.381 -1.906 0.241 1.012 0.472 -0.430
N 2.862 -1.030 -0.756 -0.882 0.102 0.767 -0.580
C 1.714 -0.312 -0.838 0.227 0.201 -0.162 0.819
N 1.429 0.298 -2.004 -0.099 -0.161 0.276 -0.824
O 0.935 -0.212 0.182 0.123 0.034 -0.664 -0.716
H 4.514 -2.022 -1.579 -0.077 -0.193 0.117 0.242
H 4.194 -0.477 -2.310 -0.236 -0.293 0.071 0.211
H 3.131 -1.865 -2.678 -0.189 -0.252 -0.240 0.215
H 3.006 -1.454 0.165 -0.043 0.107 -0.842 0.424
H 2.144 0.311 -2.710 -0.073 0.041 -0.176 0.413
H 0.654 0.989 -2.055 0.662 -0.574 0.172 0.449
```
Forces are in eV/Å.

Results
⟨S²⟩   3.79
Energy above the lowest of the compared OMol25 structures with the same formula, charge and spin   13.8 kJ/mol
Spin multiplicity   4
Lowest unoccupied orbital energy (spin up / spin down)   -5.741 / -5.304 eV
HOMO level (spin up / spin down)   -13.00 / -13.18 eV
Charge   +2



Sequential calculated total energy output: -771.6013 -343.2690 -232.0910 -338.3879 -1433.2077 -2810.5052 Ha